No. 1
Formula: CH4ClP
Source: the OMol25 dataset
Level of theory: wB97M-V/def2-TZVPD

The frontier orbital gap (alpha / beta) comes out at 7.771 / 9.434 eV. As for the spin multiplicity: 1. The calculation puts the energy at -841.84176 a.u. The largest force on an atom comes out at 1.803 eV/Å. The relative energy (zero: lowest compared OMol25 entry of this formula, charge and spin) is 115.2 kcal/mol. As for the HOMO energy (alpha / beta): -0.318 / -0.367 Eh. For the LUMO energy (alpha / beta), the calculation gives -0.9 / -0.5 eV.

```
7
Properties=species:S:1:pos:R:3:nbo_charge:R:1
C -0.54593 0.04848 -0.56465 -0.48
P 1.10489 0.56022 0.13808 0.28
Cl -1.96012 0.66800 0.13252 0.03
H -0.57198 -1.03316 -0.87065 0.19
H 0.70405 -2.41989 -0.62279 0.00
H 0.77797 1.86003 0.37382 -0.03
H 0.49112 0.31631 1.41367 -0.01
```

***

No. 2
Formula: C6H18O3
Source: the OMol25 dataset
Level of theory: wB97M-V/def2-TZVPD

The frontier orbital gap comes out at 10.599 eV. Its SMILES is CCO.CCO.CCO. As for the spin multiplicity: 1. The calculation puts the energy at -465.04378 a.u. The largest force on an atom comes out at 3.182 eV/Å. The relative energy (zero: lowest compared OMol25 entry of this formula, charge and spin) is 41.5 kcal/mol. As for the HOMO energy: -0.364 Eh. For the LUMO energy, the calculation gives 0.7 eV.

```
27
Properties=species:S:1:pos:R:3:nbo_charge:R:1
C 3.03917 -1.89105 -0.60987 -0.63
C 4.18287 -1.42403 0.34972 -0.06
O 3.57922 -1.01803 1.63331 -0.75
H 2.40152 -1.04445 -0.86430 0.21
H 2.45152 -2.68838 -0.15487 0.22
H 3.44934 -2.16947 -1.58063 0.21
H 4.84782 -0.61236 0.05457 0.17
H 4.85886 -2.26509 0.50379 0.16
H 4.23007 -0.48149 2.09172 0.47
C -2.62919 1.91422 -3.69908 -0.63
C -1.93425 1.18053 -2.58607 -0.06
O -2.84197 0.21623 -2.15332 -0.73
H -2.99250 1.17197 -4.40985 0.22
H -1.94421 2.68668 -4.04865 0.21
H -3.40649 2.60308 -3.36835 0.22
H -1.84731 1.80706 -1.69838 0.15
H -0.97968 0.66076 -2.66815 0.17
H -2.63493 -0.01299 -1.24436 0.47
C -2.13035 0.70025 2.52029 -0.63
C -0.88475 -0.09853 3.09869 -0.07
O -0.46731 -0.99252 2.05083 -0.72
H -1.91600 1.62947 1.99237 0.20
H -2.73797 0.94969 3.39016 0.20
H -2.70194 0.06715 1.84164 0.21
H -1.32044 -0.56876 3.98026 0.16
H -0.16138 0.61917 3.48568 0.17
H 0.49027 -0.93908 2.09284 0.48
```

***

No. 3
Formula: C30H41F5N5O2PbSSi2Te
Source: the OMol25 dataset
Level of theory: wB97M-V/def2-TZVPD

The frontier orbital gap comes out at 8.505 eV. As for the charge: +1. As for the spin multiplicity: 1. The calculation puts the energy at -3529.33943 a.u. The largest force on an atom comes out at 0.423 eV/Å. The relative energy (zero: lowest compared OMol25 entry of this formula, charge and spin) is 0.0 kcal/mol. As for the HOMO energy: -0.387 Eh. For the LUMO energy, the calculation gives -2.0 eV.

```
88
Properties=species:S:1:pos:R:3:mulliken_charge:R:1
Pb 0.62711 -0.47932 1.50578 1.11
C -4.85562 2.96534 -1.90437 -1.19
Si -2.99414 2.84980 -1.80396 0.69
C -2.32123 4.59083 -1.78555 -1.07
C -2.45692 1.90349 -3.31997 -0.86
C -2.38258 1.87020 -0.25138 2.34
C -2.89355 0.44757 -0.38067 -1.54
C -4.23367 0.06941 -0.24945 -0.49
C -4.56911 -1.26527 -0.36282 -1.07
C -3.58040 -2.21036 -0.61039 -1.15
C -2.28229 -1.76237 -0.73682 -0.12
N -1.96104 -0.47197 -0.62667 0.61
Si -2.88885 2.55247 1.47676 0.52
C -1.89611 3.99975 2.09751 -0.93
C -4.65978 3.15208 1.47858 -1.32
C -2.71912 1.17462 2.72527 -0.89
H -5.07353 3.42541 -2.87348 0.46
H -5.29031 3.60416 -1.13836 0.35
H -5.36596 2.00253 -1.89153 0.33
H -3.08838 5.27216 -2.16020 0.48
H -1.44163 4.69984 -2.42165 0.33
H -2.03963 4.91951 -0.78420 0.20
H -2.71749 2.47513 -4.21481 0.60
H -2.98188 0.94595 -3.37494 0.29
H -1.38464 1.70287 -3.35567 -0.10
H -4.99437 0.80654 -0.05138 0.35
H -5.60209 -1.57088 -0.25629 0.47
H -3.81278 -3.26188 -0.70097 0.51
H -1.46085 -2.43927 -0.94281 0.18
H -1.54197 4.68016 1.32510 0.19
H -1.03668 3.65800 2.67157 0.14
H -2.54326 4.56579 2.77336 0.52
H -4.74145 4.11580 0.97215 0.36
H -4.93727 3.31537 2.52396 0.40
H -5.39762 2.47906 1.04652 0.36
H -1.66767 0.94857 2.91143 -0.05
H -3.23541 0.25621 2.43962 0.30
H -3.14130 1.51486 3.67558 0.49
F 3.34986 -1.59325 0.77168 -0.29
C 2.97073 -0.36724 1.25863 0.18
F 3.51312 -0.28727 2.52613 -0.28
C 3.69044 0.67920 0.40444 0.46
F 3.65067 1.88138 1.00476 -0.24
F 3.08490 0.80616 -0.78708 -0.15
F 4.97038 0.38263 0.18008 -0.30
N 2.88961 2.20707 4.13398 -0.32
C 1.73762 1.50996 4.15653 0.49
N 1.34617 0.97815 5.33233 -0.42
O 1.03185 1.39727 3.13448 -0.37
H 3.52003 2.20475 4.91604 0.20
H 3.27426 2.40611 3.22601 0.19
H 1.87538 1.08085 6.17877 0.17
H 0.44054 0.54725 5.37641 0.23
Te -0.22089 1.48414 -0.57409 -0.48
C 0.71212 3.33987 -0.20057 0.93
C 1.25985 3.83915 0.94845 -0.65
C 2.06042 4.99092 0.72990 -0.71
C 2.13840 5.32682 -0.58974 -0.81
S 1.24141 4.25223 -1.55766 -0.10
H 1.10888 3.38172 1.91274 0.41
H 2.55622 5.54370 1.51498 0.44
H 2.66598 6.15407 -1.03727 0.45
C 2.08763 -4.31535 -4.26265 -1.04
N 1.62238 -3.95162 -2.93448 -0.07
N 1.29776 -2.65136 -2.60052 0.78
C 1.23559 -2.53420 -1.23571 0.15
O 0.87426 -1.45778 -0.70719 0.01
C 1.58684 -3.80876 -0.71544 -1.38
C 1.83507 -4.62836 -1.78692 0.71
C 2.31729 -6.03601 -1.81654 -1.64
C 0.81323 -1.69646 -3.53799 -0.57
C 1.41192 -0.44738 -3.58086 -0.26
C 0.91636 0.50762 -4.45625 -0.61
C -0.15148 0.20567 -5.29072 -0.43
C -0.73723 -1.05302 -5.24319 -0.81
C -0.26523 -2.00657 -4.35439 0.34
H 1.96806 -3.46270 -4.92391 0.41
H 1.50111 -5.14500 -4.65305 0.34
H 3.14212 -4.58914 -4.23540 0.36
H 1.66035 -4.06658 0.32635 0.45
H 2.33009 -6.44190 -0.80861 0.39
H 3.33049 -6.09247 -2.21862 0.33
H 1.67492 -6.66218 -2.43636 0.33
H 2.24373 -0.22955 -2.92553 0.52
H 1.37373 1.48841 -4.48801 0.42
H -0.52875 0.95028 -5.97893 0.46
H -1.57138 -1.29032 -5.88979 0.41
H -0.73255 -2.98180 -4.28965 0.55
```

***

No. 4
Formula: C16H43ClInO6Si2
Source: the OMol25 dataset
Level of theory: wB97M-V/def2-TZVPD

The frontier orbital gap comes out at 5.654 eV. As for the charge: +1. As for the spin multiplicity: 1. The calculation puts the energy at -2315.58918 a.u. The largest force on an atom comes out at 2.460 eV/Å. The relative energy (zero: lowest compared OMol25 entry of this formula, charge and spin) is 0.9 kcal/mol. As for the HOMO energy: -0.444 Eh. For the LUMO energy, the calculation gives -6.4 eV.

```
69
Properties=species:S:1:pos:R:3:nbo_charge:R:1
O -1.48225 -1.85054 -0.30503 -0.62
O 0.80428 1.75948 -4.22591 -0.55
C -0.50730 -2.87331 -0.70063 -0.08
C -1.16288 -4.25549 -0.77727 -0.65
H 0.35439 -2.92253 0.00463 0.18
H -0.06741 -2.58626 -1.66948 0.22
H -1.34430 -4.69793 0.21173 0.22
H -0.49426 -4.96856 -1.29110 0.24
H -2.10942 -4.24528 -1.32173 0.23
C -1.78902 -0.82173 -1.29821 -0.07
C -1.56474 -1.16721 -2.77091 -0.67
H -1.24222 0.10298 -1.03608 0.18
H -2.86013 -0.61552 -1.12548 0.20
H -0.56502 -0.87172 -3.12820 0.24
H -2.29040 -0.53789 -3.31192 0.25
H -1.76162 -2.23243 -2.97227 0.23
C 0.37360 2.57504 -3.13689 -0.06
C 2.13855 1.30888 -4.11874 -0.05
C -1.04692 3.02589 -3.44995 -0.62
H 1.01224 3.47091 -3.00018 0.18
H 0.38749 1.99750 -2.18688 0.14
H -1.09976 3.42808 -4.47266 0.23
H -1.38269 3.80305 -2.75214 0.22
H -1.72288 2.16139 -3.37211 0.19
C 2.59955 0.57004 -5.36589 -0.62
H 2.19852 0.63285 -3.24534 0.14
H 2.81703 2.15865 -3.94398 0.17
H 1.92280 -0.25772 -5.61171 0.21
H 3.59716 0.17496 -5.15017 0.22
H 2.67872 1.24985 -6.22529 0.22
H 2.27585 -0.45106 0.46232 0.17
In -0.80517 -1.01878 1.89673 1.78
C 3.20993 -0.42794 -0.06354 -1.09
Si 4.09948 0.42053 1.35580 1.59
H 3.52257 -1.44415 -0.32148 0.23
H 3.10312 0.14974 -0.98349 0.24
C 5.85647 -0.04295 0.88972 -1.10
C 3.46837 -0.33638 2.96565 -1.12
C 3.17421 2.12392 1.37957 -1.09
C -2.71631 -1.82613 2.42859 -1.23
Si -3.75874 -0.22787 2.36152 1.59
H -2.67822 -2.24369 3.45448 0.27
H -3.01853 -2.59888 1.68806 0.27
C -5.17693 -0.70390 1.24128 -1.11
C -2.98818 1.33738 1.63883 -1.15
C -4.05013 0.20406 4.15282 -1.13
H 2.67389 2.36243 0.42532 0.23
H 3.81687 2.99190 1.62307 0.25
H 2.35678 2.08169 2.12729 0.24
H 5.84614 -1.14531 0.81739 0.24
H 6.66460 0.22393 1.57935 0.25
H 6.10212 0.33304 -0.11192 0.25
H 2.84006 -1.22438 2.80214 0.21
H 2.85273 0.36334 3.54019 0.25
H 4.30099 -0.64358 3.61240 0.25
H -2.73612 1.24655 0.57261 0.23
H -2.09926 1.68863 2.18503 0.27
H -3.77398 2.10339 1.74927 0.28
H -4.73236 1.05944 4.22169 0.26
H -3.10072 0.48004 4.63957 0.27
H -4.49523 -0.64631 4.68459 0.25
H -6.06301 -0.10057 1.47587 0.26
H -5.41841 -1.76657 1.38517 0.25
H -4.91363 -0.54163 0.18499 0.24
O -1.16398 1.51291 4.63345 -0.74
Cl -0.00481 0.96752 3.97201 2.47
O 1.19684 1.51562 4.52655 -0.72
O 0.00413 -0.53254 4.07237 -0.87
O -0.06249 1.24116 2.48455 -0.88
```

***

Which formula does entry 2 have?
C6H18O3

***

Among the records above, which one has the lowest energy?
C30H41F5N5O2PbSSi2Te

***

What is the energy in the second record?
-465.04378 a.u.